[1]
This record from the OMol25 dataset describes an isolated molecule of C18H23NO4S at a distorted geometry. The level of theory is the ωB97M-V functional and the def2-TZVPD basis.

CARTESIAN COORDINATES (ANGSTROEM)
C1 -2.47767 -3.01343 -0.35778
C2 -2.22106 -2.39021 -1.72297
H1 -1.37175 -2.88150 -2.20898
H2 -3.10610 -2.46021 -2.35896
O1 -1.94910 -0.99404 -1.62038
C3 -0.68304 -0.63814 -1.36727
O2 0.21741 -1.44206 -1.23900
C4 -0.48512 0.81143 -1.29100
C5 0.75516 1.33522 -1.60294
N1 1.80165 0.66486 -2.14805
C6 2.93701 0.48531 -1.64665
C7 3.37694 0.95154 -0.27409
C8 4.74557 0.38680 0.06270
O3 5.74503 1.05040 -0.02814
C9 4.73634 -1.05038 0.51880
C10 3.38095 -1.72121 0.33877
C11 2.28601 -0.93154 1.04525
C12 2.36257 0.54558 0.79139
O4 1.70110 1.36005 1.38258
H3 2.29860 -1.09046 2.12607
H4 1.31106 -1.26602 0.67815
H5 3.13308 -1.79974 -0.72094
H6 3.41465 -2.73494 0.74013
H7 5.01875 -1.04555 1.57669
H8 5.52430 -1.58959 -0.01157
H9 3.43590 2.04770 -0.30388
H10 3.66540 -0.02590 -2.26399
S1 0.78217 3.06024 -1.42768
C13 -0.85956 3.05466 -0.90421
C14 -1.40981 1.81623 -0.86346
C15 -2.78267 1.56565 -0.32776
H11 -3.45374 2.34952 -0.68614
H12 -3.15002 0.60740 -0.68939
C16 -2.79583 1.57004 1.21231
C17 -1.81814 0.54363 1.77788
H13 -0.79179 0.81201 1.53849
H14 -1.90912 0.49519 2.86081
H15 -2.02606 -0.44415 1.37194
C18 -4.21214 1.29344 1.71001
H16 -4.91119 2.02669 1.31366
H17 -4.24964 1.33688 2.79606
H18 -4.53834 0.30407 1.39534
H19 -2.48837 2.56361 1.55617
H20 -1.32220 3.98749 -0.65067
H21 -3.29858 -2.50476 0.14282
H22 -1.58487 -2.93974 0.25898
H23 -2.73374 -4.06205 -0.47905

LUMO level   0.4 eV
Highest occupied orbital energy   -8.22 eV
SMILES string   CCOC(=O)c1c(CC(C)C)csc1/N=C\C1C(=O)CCCC1=O

Atom charges from the Mulliken analysis, given in e for atoms 1 to 5: atom 1 (C): -1.04, atom 2 (C): -0.28, atom 3 (H): 0.32, atom 4 (H): 0.36, atom 5 (O): -0.39

[2]
This record from the OMol25 dataset describes an isolated molecule of C18H23NO4S. The level of theory is the ωB97M-V functional and the def2-TZVPD basis.

CARTESIAN COORDINATES (ANGSTROEM)
C1 3.47922 -0.98360 2.92177
C2 3.31535 -0.08836 1.73791
C3 3.81240 1.16946 1.72799
C4 3.66822 2.06540 0.60155
O1 4.09061 3.19330 0.54139
O2 2.98405 1.57907 -0.48676
C5 2.47508 0.32880 -0.50897
C6 1.78973 -0.03717 -1.66518
C7 1.21642 -1.29507 -1.75865
C8 1.36440 -2.19511 -0.69017
C9 2.04407 -1.83329 0.44212
C10 2.60998 -0.55617 0.57130
H1 2.13687 -2.53918 1.25149
H2 0.91747 -3.17091 -0.78804
O3 0.51747 -1.76157 -2.81739
C11 0.04760 -0.86958 -3.80347
C12 -0.99833 0.10393 -3.26931
H3 -1.46880 0.63727 -4.09577
H4 -0.55628 0.81392 -2.57184
S1 -2.28597 -0.83065 -2.36753
C13 -3.36040 0.54254 -1.83273
C14 -2.78209 1.49947 -0.77786
N1 -2.39900 0.96608 0.50566
C15 -3.40299 0.16123 1.17466
C16 -2.97858 -0.01454 2.63459
O4 -1.71351 -0.62649 2.73256
C17 -0.74348 0.12984 2.04765
C18 -1.11021 0.30178 0.57312
H5 -0.35660 0.92508 0.08733
H6 -1.12070 -0.69040 0.09615
H7 0.19719 -0.41411 2.14481
H8 -0.64610 1.12215 2.51361
H9 -3.67524 -0.66568 3.16519
H10 -2.95258 0.97212 3.12132
H11 -4.36313 0.67981 1.13257
H12 -3.50678 -0.83559 0.71426
H13 -1.91215 2.01991 -1.18678
H14 -3.55891 2.25313 -0.59442
H15 -4.25046 0.04624 -1.44880
H16 -3.63341 1.11002 -2.72363
H17 0.87357 -0.31506 -4.26830
H18 -0.40668 -1.52110 -4.55434
H19 1.73893 0.68847 -2.46066
H20 4.34873 1.57554 2.57106
H21 2.50550 -1.27445 3.31388
H22 4.01485 -1.88891 2.64035
H23 4.03470 -0.47759 3.70631

LUMO level   0.2 eV
Highest occupied orbital energy   -8.14 eV
SMILES string   Cc1cc(=O)oc2cc(OCCSCCN3CCOCC3)ccc12

Atom charges from the Mulliken analysis, given in e for atoms 1 to 5: atom 1 (C): -1.57, atom 2 (C): 1.24, atom 3 (C): -0.59, atom 4 (C): 0.04, atom 5 (O): -0.63

[3]
This record from the OMol25 dataset describes a structure of composition C18H24AuN3S2Si2. The level of theory is the ωB97M-V functional and the def2-TZVPD basis.

CARTESIAN COORDINATES (ANGSTROEM)
Au1 0.54055 0.62124 -0.18781
C1 -0.87996 5.54381 1.55424
S1 -0.29296 4.41707 2.82803
C2 0.47269 3.12406 1.91610
S2 0.50347 3.14601 0.18208
N1 1.02764 2.23792 2.69463
N2 1.59461 1.24867 1.96406
C3 2.70459 0.74520 2.30576
C4 3.35798 -0.11511 1.30793
C5 4.50015 -0.84509 1.61616
C6 5.15643 -1.53024 0.61007
C7 4.66738 -1.44902 -0.68449
C8 3.51673 -0.71175 -0.90672
N3 2.86257 -0.07134 0.05893
H1 -1.33465 6.37028 2.09956
H2 -1.62410 5.07635 0.91453
H3 -0.05924 5.91756 0.94771
H4 3.22938 1.02322 3.21840
H5 4.86221 -0.86057 2.63554
H6 6.04513 -2.10716 0.82939
H7 5.16284 -1.94002 -1.50993
H8 3.10102 -0.61857 -1.90109
C9 -2.07156 1.96590 -2.04977
Si1 -1.77660 0.88529 -0.55245
C10 -2.52536 1.63553 0.99083
C11 -2.60297 -0.78140 -0.81557
C12 -3.98628 -0.91993 -0.96368
C13 -4.55668 -2.17122 -1.12808
C14 -3.75019 -3.30479 -1.14511
C15 -2.37856 -3.17792 -1.00269
C16 -1.79297 -1.91976 -0.83651
Si2 0.05632 -1.64868 -0.69502
C17 0.79698 -2.25600 -2.31820
C18 0.74863 -2.71547 0.69123
H9 -3.14812 2.09102 -2.19921
H10 -1.66038 1.50565 -2.94947
H11 -1.62444 2.95167 -1.92131
H12 -3.61075 1.50315 0.95882
H13 -2.30245 2.69879 1.07347
H14 -2.15818 1.14314 1.89330
H15 -4.62900 -0.04516 -0.94705
H16 -5.62927 -2.26920 -1.24082
H17 -4.19609 -4.28365 -1.27071
H18 -1.76103 -4.07078 -1.02060
H19 0.30913 -3.20121 -2.57403
H20 1.86791 -2.44974 -2.26462
H21 0.60528 -1.55789 -3.13497
H22 0.45349 -3.75851 0.54467
H23 0.36842 -2.39301 1.66224
H24 1.84026 -2.67834 0.72220

LUMO level   -0.3 eV
Highest occupied orbital energy   -7.86 eV

Atom charges from the Mulliken analysis, given in e for atoms 1 to 5: atom 1 (Au): 0.26, atom 2 (C): -0.83, atom 3 (S): -0.02, atom 4 (C): 0.45, atom 5 (S): -0.45

[4]
This record from the OMol25 dataset describes a structure of composition C18H24BF10N9NiO4S2 at a distorted geometry. The level of theory is the ωB97M-V functional and the def2-TZVPD basis.

CARTESIAN COORDINATES (ANGSTROEM)
Ni1 0.28915 -0.61851 -0.02605
B1 -0.27138 1.27653 2.37432
F1 -0.70255 0.17796 3.07350
F2 -1.26879 2.18406 2.40706
F3 0.97477 1.84839 2.77219
F4 -0.13026 0.92715 1.05100
C1 -1.40452 -2.88357 -3.13973
F5 -2.34028 -1.90406 -3.10384
F6 -1.54199 -3.63900 -2.06473
F7 -1.42934 -3.56313 -4.31101
S1 0.40093 -1.97697 -3.03053
O1 1.32683 -2.68235 -3.93888
O2 0.17775 -0.59463 -3.50988
N1 0.75995 -2.03664 -1.26569
S2 1.55253 -3.41786 -1.11013
O3 1.46845 -3.89351 0.30907
O4 1.17117 -4.51811 -1.96363
C2 3.44638 -2.87793 -1.43530
F8 4.14521 -3.01256 -0.36325
F9 3.99519 -3.63749 -2.37233
F10 3.53510 -1.58111 -1.90222
C3 0.47630 4.54843 0.72484
C4 -0.35163 4.11649 -0.41582
N2 -1.04360 3.83241 -1.28857
H1 -0.19121 4.83411 1.53781
H2 1.21264 5.32233 0.50806
H3 0.95174 3.69618 1.21035
C5 2.72114 -0.71662 3.92831
C6 2.23166 -0.96351 2.54904
N3 1.81991 -1.11900 1.46749
H4 2.87959 -1.65871 4.45316
H5 1.92105 -0.16941 4.42681
H6 3.56604 -0.02864 3.95876
C7 -4.05480 2.97792 -0.10929
C8 -4.40260 3.63646 -1.38847
N4 -4.70040 4.10749 -2.42067
H7 -4.38470 1.93922 -0.08975
H8 -4.48903 3.61130 0.66426
H9 -2.96828 2.95605 -0.02504
C9 -2.74357 1.55991 -3.17061
C10 -1.88390 0.98047 -2.10481
N5 -1.28959 0.47467 -1.29127
H10 -2.58757 2.60786 -3.42667
H11 -3.71107 1.38431 -2.70027
H12 -2.68980 0.89246 -4.03067
C11 -2.12755 -4.07169 1.98458
C12 -1.67728 -2.82048 1.33357
N6 -1.28088 -1.88849 0.81517
H13 -1.31603 -4.54688 2.53569
H14 -2.33389 -4.78065 1.18277
H15 -2.94816 -3.80801 2.65179
C13 5.75345 -0.36513 0.90150
C14 5.68324 -1.45118 1.87079
N7 5.64398 -2.27149 2.65486
H16 6.04202 -0.78564 -0.06183
H17 6.55860 0.24645 1.30870
H18 4.79759 0.15691 0.85781
C15 -3.92085 0.50506 2.49910
C16 -4.28380 -0.72180 3.22222
N8 -4.63596 -1.62765 3.79261
H19 -3.09801 0.38113 1.79505
H20 -3.62848 1.13980 3.33559
H21 -4.77662 0.96693 2.00673
C17 1.90703 2.52259 -3.09499
C18 1.72947 1.64135 -1.91677
N9 1.63953 0.95639 -0.98801
H22 2.44497 1.98344 -3.87475
H23 2.47265 3.40976 -2.81019
H24 0.91267 2.83020 -3.41861

LUMO level (alpha / beta)   0.2 / -0.4 eV
⟨S²⟩   2.00
Highest occupied orbital energy (alpha / beta)   -10.44 / -10.45 eV
2S+1   3

Atom charges from the Mulliken analysis, given in e for atoms 1 to 5: atom 1 (Ni): 0.36, atom 2 (B): 0.26, atom 3 (F): -0.36, atom 4 (F): -0.36, atom 5 (F): -0.41

[5]
This record from the OMol25 dataset describes a structure of composition C18H24BInN8O4S4. The level of theory is the ωB97M-V functional and the def2-TZVPD basis.

CARTESIAN COORDINATES (ANGSTROEM)
In1 0.83076 -1.10064 -0.68117
C1 0.42056 3.21274 -1.01333
C2 0.23896 1.95081 -1.56479
N1 0.96009 1.05564 -0.89465
N2 1.62085 1.71026 0.09450
C3 1.28898 3.00838 0.04342
B1 2.51618 0.93943 1.13948
N3 1.54692 0.13269 2.06169
C4 1.33209 0.11765 3.38561
C5 0.35008 -0.81575 3.66816
C6 0.00753 -1.35338 2.43505
N4 0.71985 -0.77324 1.47266
N5 3.44040 -0.08090 0.38678
C7 4.78168 -0.13668 0.39173
C8 5.19163 -1.17535 -0.42118
C9 4.01335 -1.73269 -0.90582
N6 2.96934 -1.07652 -0.40832
N7 3.39200 1.93500 1.84784
C10 4.16658 2.88914 1.25740
C11 5.02791 3.37898 2.20104
C12 4.71945 2.64376 3.36297
N8 3.75694 1.77045 3.14688
H1 -0.00864 4.14501 -1.33381
H2 -0.36504 1.63365 -2.40042
H3 1.69359 3.70551 0.75692
H4 1.91611 0.75263 4.02648
H5 -0.03773 -1.07777 4.63605
H6 -0.68560 -2.14054 2.18081
H7 5.35601 0.55724 0.98313
H8 6.20007 -1.48704 -0.62443
H9 3.85451 -2.56481 -1.57316
H10 4.06465 3.12891 0.21148
H11 5.76769 4.15011 2.07671
H12 5.16227 2.71809 4.34358
C13 -3.65581 0.78127 -2.42979
C14 -3.74266 1.36514 -1.01604
S1 -2.65546 0.61661 0.23182
C15 -3.76834 -0.43594 1.17694
C16 -4.50667 -1.45128 0.32082
S2 -3.40548 -2.62994 -0.42783
C17 -4.24059 -3.03524 -1.92909
C18 -4.02911 -1.97456 -3.05518
S3 -4.93338 -0.43448 -2.88593
H13 -2.68124 0.32748 -2.60718
H14 -3.78136 1.59178 -3.14841
H15 -4.76628 1.37733 -0.63767
H16 -3.42679 2.40861 -1.05379
H17 -4.50906 0.15353 1.71961
H18 -3.13777 -0.91811 1.92678
H19 -5.07615 -0.97839 -0.48746
H20 -5.22268 -2.04242 0.90909
H21 -5.30369 -3.15106 -1.71052
H22 -3.80692 -3.98007 -2.25487
H23 -4.39441 -2.47126 -3.95453
H24 -2.97012 -1.77573 -3.18719
O1 -1.27184 -3.72174 -2.71077
S4 -0.47586 -2.74941 -2.02498
O2 0.93702 -2.53450 -2.48131
O3 -1.06620 -1.34669 -2.03976
O4 -0.31922 -3.01170 -0.53206

LUMO level (alpha / beta)   -2.1 / -6.6 eV
⟨S²⟩   0.75
Highest occupied orbital energy (alpha / beta)   -11.85 / -11.69 eV
Charge   +1
2S+1   2

Atom charges from the Mulliken analysis, given in e for atoms 1 to 5: atom 1 (In): 1.74, atom 2 (C): -1.25, atom 3 (C): -0.45, atom 4 (N): -0.73, atom 5 (N): 0.71